Entry 1:
82
Properties=species:S:1:pos:R:3:mulliken_charge:R:1 method="wB97M-V/def2-TZVPD" e_above_lowest_kj_mol=0.0 e_lumo_ev=-6.6 total_charge=+2 e_tot_ev=-61991.828 e_homo_ev=-13.7
H 1.026 -2.274 1.903 0.26
H -6.494 -2.369 2.858 0.42
C 3.623 1.047 -3.617 -0.86
C 2.312 -0.887 -4.204 -0.72
C 3.084 0.914 1.951 -0.03
C 3.079 0.210 -4.581 -0.61
H -0.646 -1.823 0.650 0.84
C 3.530 0.242 0.824 -0.44
C -0.746 -0.878 1.194 -1.36
H -2.058 -0.755 -1.519 0.68
C 5.306 1.576 2.485 -0.73
H -2.183 0.956 -3.634 0.35
H 1.887 -1.536 -4.958 0.49
C -2.163 0.198 -0.994 -0.91
C 1.727 -2.872 1.338 -0.17
H 3.252 0.411 -5.630 0.46
Ir 0.457 0.610 0.483 0.48
C -1.893 3.148 -1.888 -0.70
C -3.787 -1.541 0.979 0.85
C -4.721 -3.661 0.276 -0.78
C 3.409 0.788 -2.272 -0.91
C -1.039 2.405 -0.863 -0.85
C 5.777 0.872 1.382 -0.81
H -3.330 4.627 3.774 0.42
H -6.446 -4.332 1.360 0.40
N 1.656 0.803 2.244 -0.15
H -2.963 0.740 -1.496 0.39
H -0.734 1.279 -4.554 0.45
C -3.895 2.119 1.571 -0.05
C 3.551 -4.427 -0.062 -0.83
H -1.081 1.054 3.128 0.54
H -4.702 -4.521 -0.379 0.41
C -4.084 3.309 2.257 -0.87
C -1.906 1.702 2.845 0.40
H -0.219 -0.284 -2.705 0.39
C 3.952 1.594 2.787 -0.69
H -0.389 3.425 -3.402 0.31
H 4.221 1.899 -3.912 0.49
H 3.885 -2.708 -1.278 0.42
H 3.838 1.448 -1.528 0.49
C -5.702 -3.553 1.255 -0.46
H 1.481 -1.997 -2.578 0.59
C 2.864 -4.963 1.017 -0.55
C -0.332 0.783 -2.529 -0.58
H -4.941 3.931 2.035 0.46
C -1.361 2.933 -3.300 -0.83
H 1.326 1.624 2.751 0.44
H 1.522 0.021 2.886 0.41
C -3.771 -2.662 0.142 -0.45
H -1.467 2.518 0.137 0.36
H -4.810 -0.595 2.625 0.33
H -1.883 4.204 -1.617 0.45
H 0.661 1.237 -2.543 0.18
H 3.587 2.117 3.662 0.52
H 6.837 0.851 1.171 0.46
H -0.029 2.843 -0.871 0.61
C -2.090 2.894 3.536 -0.90
H -3.014 -2.765 -0.630 0.24
C -1.206 1.442 -3.584 -0.98
C -3.177 3.701 3.236 -0.61
C 2.384 -2.335 0.231 1.29
H 5.266 -0.339 -0.312 0.50
C 3.321 -3.118 -0.454 -0.49
H -4.617 1.829 0.814 0.52
C -2.798 1.296 1.847 0.06
C -5.730 -2.451 2.096 -0.72
H 1.434 -4.593 2.574 0.47
H -2.026 3.398 -4.026 0.46
H -1.404 3.184 4.321 0.45
H 3.043 -5.986 1.318 0.43
C 2.653 -0.320 -1.887 0.80
H 4.275 -5.026 -0.597 0.45
C 2.093 -1.150 -2.863 -1.03
C 1.959 -4.182 1.722 -1.02
H -2.933 2.825 -1.811 0.30
H 6.001 2.106 3.121 0.44
H -0.518 -1.085 2.243 0.89
P 2.250 -0.577 -0.156 1.67
C 4.896 0.202 0.550 -0.19
N -0.866 0.935 -1.141 0.72
C -4.777 -1.451 1.961 -0.20
Si -2.489 -0.233 0.832 -0.95



Entry 2:
137
Properties=species:S:1:pos:R:3:mulliken_charge:R:1 method="wB97M-V/def2-TZVPD" e_lumo_ev=-2.7 total_charge=+1 e_tot_ev=-83694.189 e_homo_ev=-10.6
C 0.069 3.430 -0.513 0.22
C -2.749 -0.881 -2.839 -0.26
H 1.351 2.547 -2.000 0.25
H 0.989 5.376 -0.786 0.23
H 10.766 -0.301 0.457 0.33
C 8.593 -1.581 -0.702 -0.77
C 1.018 -3.877 -4.298 -1.06
H -5.869 0.130 -2.756 0.38
C 0.101 4.818 -0.506 -0.86
H 2.065 -9.118 1.678 0.33
O 2.331 -8.370 -0.254 -0.41
C -5.026 1.373 -0.127 -1.15
H -4.466 1.429 0.819 0.37
H -1.735 -1.315 -4.713 0.41
H -1.126 1.309 -2.210 0.74
C 2.037 -9.437 0.634 -0.75
H -2.750 1.742 -1.702 0.97
H 0.765 -7.369 0.672 0.37
H 4.015 -2.194 -0.418 0.27
O -3.979 -0.374 -3.323 -0.41
H 3.912 -3.605 0.604 0.11
N -7.382 1.534 -0.914 -0.48
H -4.739 2.246 -0.722 0.65
C -6.523 1.494 0.242 0.26
H -0.792 6.488 5.102 0.40
C -0.690 -2.518 -1.531 -0.41
H 4.406 -7.945 1.222 0.34
C -2.187 5.022 0.198 -0.05
H -4.250 5.450 -0.048 0.28
H 0.844 -2.801 -4.172 0.14
C 9.875 0.234 0.114 -0.69
H -0.144 -0.487 -1.139 -0.94
C -4.836 0.328 -2.450 -1.33
C 2.595 3.520 -0.569 -1.71
H 2.788 -10.212 0.487 0.25
H -2.730 -2.027 1.563 0.28
N -1.875 0.800 -4.476 -0.14
C 7.101 -1.318 -0.684 -0.22
H 5.013 -6.529 2.125 0.31
H -0.833 -2.641 -2.604 0.41
O 1.314 -3.140 0.361 -0.34
C 2.276 -2.174 0.894 0.26
H 8.925 -1.994 0.256 0.37
H 0.032 -4.361 -4.364 0.29
H 5.577 0.998 -0.600 0.22
H 7.339 1.210 -0.803 0.39
C -3.424 5.831 0.566 -1.29
H -3.225 6.885 0.367 0.41
H 2.691 4.379 -1.238 0.37
H 9.154 0.300 0.932 0.29
H 6.581 -2.262 -0.489 0.28
H -0.925 6.676 -0.190 0.37
H -3.164 4.018 4.082 0.18
H 2.852 -4.048 -3.140 0.37
H -1.561 7.715 4.082 0.26
B -3.729 -2.015 -0.115 1.25
C -0.985 5.588 -0.166 -1.36
C -1.358 6.650 4.183 -0.77
N -3.409 -0.547 -0.480 0.48
H 3.464 -5.967 0.230 0.21
H 10.162 1.243 -0.178 0.25
H 8.809 -2.320 -1.479 0.39
H 2.038 -5.277 1.014 -0.08
C 1.533 1.298 -0.170 -1.48
H -3.190 3.201 0.486 0.53
H -0.762 6.320 3.324 0.26
C 4.246 -7.311 2.097 -0.75
C 6.553 0.907 -0.108 -0.71
C 1.847 -4.478 -3.165 -0.31
H 3.501 2.917 -0.490 0.25
H -1.003 -1.233 0.164 0.50
C -2.272 -0.415 -1.462 -0.83
C -2.493 4.638 4.688 -0.14
H -3.628 5.615 1.621 0.24
O -2.603 5.967 4.201 -0.38
H 1.564 0.502 -0.927 0.23
C -1.680 -0.543 -3.926 -1.28
H 6.576 1.572 0.755 0.28
O -2.041 5.249 6.993 -0.37
H -1.474 4.261 4.552 0.35
C -2.914 4.531 6.140 -0.71
H 2.523 1.263 0.303 0.59
O 2.954 -6.727 2.098 -0.44
H 4.372 -1.968 1.278 0.54
C 1.666 -7.162 0.085 -0.32
O 1.889 -2.024 -1.888 -0.76
C -2.240 3.642 0.188 0.23
H 1.358 -6.692 -0.852 0.12
H -6.050 3.470 0.459 0.25
H -3.304 6.403 8.157 0.32
H 4.338 -7.925 2.992 0.26
C 2.578 -6.206 0.830 0.24
H -0.903 1.368 -6.288 0.36
H -2.984 7.054 6.526 0.29
O 6.741 -0.419 0.358 -0.37
H 2.405 3.941 0.431 0.49
C -1.897 1.092 -1.459 -1.86
C -1.002 -1.131 -0.933 0.26
H 1.983 -5.539 -3.413 0.41
C -0.681 1.283 -5.219 -0.89
H -0.674 -0.569 -3.485 0.50
H -3.129 -0.122 0.411 1.09
N -6.696 2.824 0.913 -0.76
O 1.188 -4.469 -1.877 0.01
H -6.162 0.336 1.902 0.26
P 1.043 -3.017 -1.204 0.40
C -1.165 2.869 -0.170 0.38
H -5.254 -2.912 -0.943 0.32
C 1.335 2.650 -0.904 1.46
O 9.328 -0.411 -1.025 -0.37
H -6.286 2.700 1.839 0.36
H -2.866 3.479 6.441 0.38
H -8.292 1.876 -0.627 0.33
H 2.154 -2.151 1.983 0.56
C 3.726 -2.526 0.588 -0.95
N -6.925 0.478 1.239 -0.67
O -3.488 -2.460 1.144 -0.51
C -4.710 0.077 -0.922 -1.04
O -4.290 -2.879 -1.011 -0.63
H -7.638 0.942 1.803 0.34
C -2.549 6.519 7.373 -0.69
O -1.374 1.473 -0.179 -0.43
H 0.808 1.098 0.621 0.35
H -4.690 1.408 -2.623 0.52
H -1.722 7.107 7.767 0.25
H -1.309 -3.274 -1.010 0.36
H -2.615 0.702 -5.164 0.39
H -5.523 -0.608 -0.634 1.41
H -2.824 -1.978 -2.869 0.71
H 2.002 -1.181 0.532 -0.41
H 6.761 -0.941 -1.654 0.35
H 1.503 -4.022 -5.269 0.47
H 1.051 -9.854 0.406 0.31
H -3.947 4.871 6.268 0.37
H -7.443 0.623 -1.353 0.22
H -0.394 2.259 -4.809 0.25
H 0.176 0.606 -5.103 0.27



Entry 3:
70
Properties=species:S:1:pos:R:3:nbo_charge:R:1 method="wB97M-V/def2-TZVPD" e_above_lowest_kj_mol=0.0 e_lumo_ev=-0.3 total_charge=0 e_tot_ev=-172439.744 e_homo_ev=-9.3
C 0.505 -2.019 4.761 0.52
I -1.566 -1.948 -3.610 0.06
H 6.586 -0.699 -4.698 0.23
C 4.266 -2.895 -3.456 0.52
H -2.446 0.508 -5.822 0.23
C 5.549 -1.035 -4.756 -0.14
H -1.239 0.296 2.667 0.25
H -2.417 -3.691 5.399 0.23
F 0.473 -3.714 7.422 -0.32
C 5.252 -1.727 -3.410 0.59
H 5.531 -1.737 -5.593 0.21
O -2.355 3.153 2.683 -0.49
H -1.276 1.149 -4.506 0.23
O -3.410 5.142 -1.929 -0.83
C -1.660 2.424 2.000 0.72
H 0.832 4.866 -0.573 0.25
O -3.714 3.118 -0.224 -0.70
Br -3.664 0.712 0.948 0.09
F 4.081 -3.400 -2.210 -0.32
H 0.250 1.415 2.391 0.23
H -3.202 -0.495 -1.561 0.27
C -0.338 -1.868 8.729 0.50
C -1.005 1.036 -1.668 -0.07
O -2.630 2.886 -2.417 -0.68
F -1.585 -2.286 3.751 -0.33
H 0.802 3.069 -0.851 0.23
H -0.802 -4.263 5.633 0.21
F -0.137 -0.895 7.815 -0.32
F 2.463 -0.116 -3.477 -0.32
F 3.050 -2.534 -3.908 -0.32
F -0.910 -4.129 9.023 -0.32
H 0.943 -0.137 -1.245 0.27
C -2.707 2.048 -0.208 0.45
F 1.192 -1.902 5.912 -0.32
N -1.521 2.513 0.529 -0.68
O 4.819 0.159 -5.052 -0.51
C 3.536 0.013 -5.606 0.85
C -0.798 1.336 2.801 -0.71
H -3.851 -0.611 -4.177 0.24
F -1.525 -1.055 5.538 -0.31
H -3.017 1.791 -4.691 0.23
C -2.898 -0.191 -3.716 -0.28
F 3.355 -1.263 -5.998 -0.32
C 0.096 0.525 -1.560 -0.17
C 0.170 4.009 -0.906 -0.72
F 1.210 0.278 -5.207 -0.32
O -5.150 3.442 -2.421 -0.85
H 0.909 -2.869 4.201 0.14
C -3.310 0.374 -2.290 -0.49
C -2.342 0.871 -4.748 -0.66
F 6.441 -2.211 -2.946 -0.32
H -1.178 -1.571 9.361 0.16
H -0.235 4.149 -1.953 0.25
S -3.900 3.778 -1.751 2.45
F 0.760 -0.895 4.042 -0.33
C -1.446 -3.397 5.802 -0.14
H -4.422 0.622 -2.297 0.25
F 0.779 -1.923 9.496 -0.32
H 4.646 -3.704 -4.089 0.14
C -2.475 1.607 -1.759 0.15
H -0.787 1.629 3.892 0.25
F 3.530 0.756 -6.735 -0.32
C -1.000 -2.171 4.981 0.60
C 2.432 0.514 -4.671 0.50
C -0.603 -3.224 8.068 0.85
O -1.521 4.901 0.521 -0.47
H 2.528 1.587 -4.489 0.16
O -1.702 -3.193 7.194 -0.51
C -1.057 3.852 0.110 0.71
F 4.857 -0.792 -2.513 -0.31



Entry 4:
36
Properties=species:S:1:pos:R:3:mulliken_spin:R:1 method="wB97M-V/def2-TZVPD" e_above_lowest_kj_mol=358.3 e_lumo_ev="2.2 / 2.1" total_charge=-1 e_tot_ev=-76823.597 e_homo_ev="-2.5 / -2.5" spin_multiplicity=2
H -0.883 2.250 -2.972 0.00
F -2.576 -0.147 2.296 0.01
F -3.601 -2.605 0.216 0.00
C -0.032 1.551 -2.988 0.00
F -2.376 -1.999 -1.443 0.00
F 0.501 -2.764 1.414 0.00
C -1.905 -1.387 2.195 0.01
C 1.199 -0.373 -2.609 0.00
C 2.118 0.712 -2.782 0.00
H 3.185 0.654 -2.615 0.00
H 1.355 -0.601 2.429 0.01
H 1.751 2.937 -3.004 0.00
F -1.167 -3.987 0.883 0.00
C -2.696 -1.685 -0.164 -0.01
C -0.137 0.124 -2.794 0.00
H 2.817 2.397 -0.245 0.00
C 1.350 1.901 -2.977 0.00
Ti -0.662 1.278 1.182 1.07
C 1.359 2.597 1.418 -0.01
F -0.831 -1.287 3.055 0.01
C 2.276 0.572 0.810 0.01
H -1.059 -0.418 -2.592 0.00
C 2.246 1.925 0.538 -0.03
F -0.147 -2.954 -0.695 0.00
H 1.254 3.662 1.537 0.00
H 2.878 -0.145 0.304 0.00
C 1.379 0.321 1.876 -0.08
C -1.437 -1.541 0.718 -0.01
Cl -1.653 3.016 0.175 -0.01
O -0.667 -0.374 0.373 -0.07
F -2.712 -2.322 2.707 0.00
H 0.400 1.781 3.313 0.03
H 1.434 -1.390 -2.315 0.00
F -3.339 -0.476 -0.205 0.00
C 0.943 1.593 2.382 0.08
C -0.562 -2.816 0.579 0.00



Entry 5:
49
Properties=species:S:1:pos:R:3:mulliken_spin:R:1 method="wB97M-V/def2-TZVPD" e_above_lowest_kj_mol=0.0 e_lumo_ev="-6.1 / -10.1" total_charge=+2 e_tot_ev=-38339.499 e_homo_ev="-14.4 / -14.4" spin_multiplicity=4
H 3.412 3.047 1.547 0.00
C -2.312 2.729 4.031 0.00
C 2.464 -2.454 -1.837 -0.02
H 2.423 -5.632 -2.992 0.00
C 2.937 -3.689 -2.170 0.00
B -1.120 1.391 0.990 -0.04
C -1.704 1.639 -2.605 -0.01
C -3.532 2.300 3.548 0.00
H 4.030 -3.891 -2.105 0.00
C 2.519 2.537 1.199 0.09
H 0.803 3.001 2.645 0.00
H -3.220 3.195 -2.905 0.00
C -3.278 1.886 2.259 0.00
H -0.739 -2.753 -2.519 0.00
H -0.954 -2.951 2.985 0.00
C -2.536 2.650 -0.846 0.04
H -3.959 1.520 1.502 0.00
C 3.348 -1.323 -1.354 0.02
N -1.354 2.557 3.153 0.00
C 2.077 -4.657 -2.671 0.00
H -3.058 3.320 -0.196 0.00
C -1.340 -0.805 2.424 0.00
H 4.374 -1.601 -1.621 0.00
C -0.387 -2.175 0.983 -0.01
H -1.825 -0.330 3.268 0.00
C 0.305 -3.085 -2.433 -0.02
N -1.937 2.075 2.038 0.00
C -2.630 2.600 -2.246 0.01
N 0.451 1.736 1.016 -0.09
H 3.345 -1.285 -0.272 0.00
H 0.065 -5.071 -3.201 0.00
H -4.445 2.207 4.107 0.00
C 1.209 2.517 1.785 0.16
N 1.195 1.242 -0.006 0.46
N -0.516 -0.990 0.399 0.27
C 0.753 -4.345 -2.797 0.00
N -1.160 1.079 -1.529 0.24
Pt 0.503 -0.142 -1.379 1.81
H 0.090 -2.986 0.443 0.01
N 1.155 -2.127 -1.967 0.13
C -0.916 -2.120 2.285 0.01
N -1.084 -0.140 1.262 -0.04
H -2.105 3.150 4.990 0.00
H 3.194 0.006 -2.818 0.00
O 2.912 -0.083 -1.888 0.05
H -1.442 1.313 -3.577 0.01
H 3.207 1.477 -0.579 0.00
C 2.447 1.763 0.100 -0.04
N -1.664 1.698 -0.441 -0.03



Entry 6:
50
Properties=species:S:1:pos:R:3:nbo_charge:R:1 method="wB97M-V/def2-TZVPD" e_above_lowest_kj_mol=709.8 e_lumo_ev=0.0 total_charge=0 e_tot_ev=-29728.072 e_homo_ev=-9.6
H 1.074 -3.677 -1.497 0.48
H -2.430 3.561 -0.833 0.18
H -2.672 0.059 -2.856 0.20
H 0.333 1.113 -2.277 0.19
H 1.744 -1.022 -3.942 0.45
O -0.591 -1.955 0.541 -0.93
H -0.792 -3.703 2.669 0.47
H -2.001 2.127 2.670 0.51
H 1.177 -0.354 3.684 0.48
H 2.865 -0.610 1.094 0.50
H 3.542 -1.304 -0.672 0.49
O -1.098 1.699 2.931 -1.01
H -1.487 1.207 -2.878 0.19
H -1.256 -0.579 -0.517 0.24
O 0.560 -2.890 -1.764 -0.95
O -2.503 2.362 0.632 -0.79
C -2.306 2.593 -0.696 0.01
H -1.077 2.494 -0.961 0.07
O 2.375 2.870 1.636 -0.94
H 2.719 -0.542 -2.903 0.49
C -0.986 -0.381 -1.621 -0.46
O 3.713 -0.488 -1.239 -0.98
H -0.964 -1.374 -2.233 0.23
O -3.246 0.072 1.850 -0.94
H 3.246 0.254 -0.707 0.48
H 0.200 -1.647 0.909 0.47
N 0.950 0.679 -0.247 -0.87
H 0.211 0.252 2.864 0.48
H 1.099 -0.578 -1.882 0.20
H 0.807 1.767 -0.183 0.35
H -2.670 -0.645 1.706 0.49
C -2.940 1.340 -1.337 -0.42
H -0.513 -2.428 -0.136 0.48
H -3.046 0.411 2.719 0.48
H 0.307 -2.935 2.163 0.45
H 3.576 -1.908 1.816 0.48
H 1.099 -2.611 -2.401 0.48
O 0.120 -3.354 2.958 -0.93
O 1.143 0.135 2.821 -0.96
C -1.983 0.585 -2.234 -0.40
H -0.370 2.291 2.975 0.50
O 3.696 -1.170 1.272 -0.97
H 0.381 0.247 0.390 0.35
H -3.719 1.734 -2.037 0.21
H 3.226 2.485 1.686 0.47
H -2.894 1.512 0.900 0.50
H 1.906 2.428 0.937 0.46
C 0.371 0.245 -1.595 -0.25
O 2.541 -1.083 -3.571 -0.94
H -3.437 0.714 -0.604 0.21